{
  "formula": "C25H63N13O20",
  "method": "ωB97M-V/def2-TZVPD",
  "e_lumo_ev": -0.693,
  "gap_ev": 8.28,
  "species": ["C", "O", "N", "C", "C", "H", "H", "H", "H", "H", "H", "H", "C", "O", "N", "C", "C", "H", "H", "H", "H", "H", "H", "H", "C", "O", "N", "C", "C", "H", "H", "H", "H", "H", "H", "H", "C", "O", "N", "C", "C", "H", "H", "H", "H", "H", "H", "H", "C", "O", "N", "C", "C", "H", "H", "H", "H", "H", "H", "H", "C", "O", "N", "C", "C", "H", "H", "H", "H", "H", "H", "H", "C", "N", "O", "O", "H", "H", "H", "C", "N", "O", "O", "H", "H", "H", "C", "N", "O", "O", "H", "H", "H", "C", "N", "O", "O", "H", "H", "H", "C", "N", "O", "O", "H", "H", "H", "C", "N", "O", "O", "H", "H", "H", "C", "N", "O", "O", "H", "H", "H"],
  "xyz": [[-25.4174, -3.9293, 6.0484], [-26.4441, -4.5511, 6.1460], [-25.0310, -3.4610, 4.8672], [-23.6584, -2.9237, 4.7285], [-25.8417, -3.5130, 3.6390], [-24.6824, -3.8075, 6.8590], [-23.4544, -2.9176, 3.6578], [-22.8521, -3.5311, 5.1397], [-23.5923, -1.8602, 4.9583], [-25.5861, -4.3942, 3.0506], [-26.8790, -3.4999, 3.9735], [-25.6979, -2.5873, 3.0818], [-23.3649, 2.2559, -1.6863], [-23.7488, 1.0925, -1.8562], [-23.9786, 3.3371, -1.1443], [-23.3552, 4.5600, -0.9076], [-25.2299, 3.1494, -0.3709], [-22.3421, 2.5738, -1.9411], [-22.3933, 4.7323, -1.3905], [-23.1749, 4.6775, 0.1609], [-23.8810, 5.4801, -1.1627], [-25.7686, 2.2426, -0.6458], [-25.1270, 3.2577, 0.7088], [-25.9934, 3.8952, -0.5923], [-23.6190, -0.9247, 0.8229], [-22.9355, -0.5971, 1.8164], [-23.5806, -2.2073, 0.3538], [-22.7175, -3.2346, 0.9715], [-24.3273, -2.6280, -0.8581], [-24.2753, -0.2946, 0.2030], [-22.2521, -3.7091, 0.1076], [-23.3577, -3.9634, 1.4685], [-22.0215, -2.8815, 1.7325], [-24.8851, -3.5427, -0.6576], [-25.1085, -1.9314, -1.1625], [-23.7382, -2.7872, -1.7613], [-20.8381, -0.2739, -3.2276], [-20.4320, 0.8630, -2.9898], [-20.7767, -1.1456, -2.2373], [-20.1935, -0.9132, -0.9935], [-21.0542, -2.5626, -2.4524], [-21.1869, -0.7448, -4.1597], [-20.0682, 0.1479, -0.7780], [-19.1884, -1.3315, -0.9399], [-20.7637, -1.3133, -0.1551], [-21.7710, -2.8660, -1.6894], [-21.4139, -2.8460, -3.4416], [-20.1041, -3.0720, -2.2909], [-23.8033, 2.5360, 3.6910], [-24.5099, 3.4861, 3.4540], [-23.8497, 2.0435, 4.9638], [-22.9438, 0.9368, 5.3475], [-24.5313, 2.6148, 6.1095], [-23.0622, 2.1207, 2.9906], [-22.4959, 0.3856, 4.5206], [-23.4636, 0.1759, 5.9297], [-22.0682, 1.2444, 5.9192], [-23.9092, 3.0267, 6.9041], [-25.2131, 3.4014, 5.7862], [-25.1837, 1.8762, 6.5755], [-20.9303, 4.4930, 2.7077], [-21.8599, 5.1649, 2.1774], [-20.3452, 3.4050, 2.2226], [-19.2995, 2.6867, 2.9759], [-20.8934, 2.7541, 1.0336], [-20.5123, 4.7884, 3.6825], [-19.0441, 3.3053, 3.8363], [-18.3606, 2.5644, 2.4359], [-19.6577, 1.7567, 3.4174], [-21.5090, 1.8929, 1.2930], [-21.3016, 3.4524, 0.3029], [-20.1199, 2.4033, 0.3503], [-19.7432, -5.6722, 2.1685], [-19.3153, -4.4759, 1.3502], [-19.7453, -4.2802, 0.2232], [-18.6308, -3.6513, 1.8914], [-19.0763, -5.8096, 3.0198], [-19.7517, -6.5622, 1.5392], [-20.7681, -5.5083, 2.5014], [-22.0285, -5.2058, -5.3599], [-22.7355, -5.7861, -4.1786], [-22.8046, -5.1094, -3.1489], [-23.2394, -6.9118, -4.1979], [-22.0723, -5.8919, -6.2057], [-20.9478, -5.1309, -5.2388], [-22.4263, -4.2024, -5.5118], [-28.7304, -4.0472, 1.5305], [-27.8117, -3.3433, 0.6457], [-27.3821, -2.2405, 0.9434], [-27.5460, -3.9301, -0.3861], [-29.5229, -3.3410, 1.7781], [-28.1518, -4.3828, 2.3912], [-29.1607, -4.8486, 0.9299], [-24.1413, -0.6759, -4.3638], [-24.6904, -1.9450, -4.8981], [-24.3420, -2.9627, -4.2722], [-25.1617, -1.9539, -6.0478], [-23.7031, -0.2129, -5.2479], [-23.3930, -1.0187, -3.6491], [-24.8686, -0.1018, -3.7897], [-24.1421, -7.4764, -0.4821], [-25.1136, -6.7281, 0.3986], [-26.3031, -7.1229, 0.4126], [-24.6719, -5.7932, 1.0335], [-23.8792, -6.8511, -1.3353], [-24.5266, -8.4020, -0.9105], [-23.2811, -7.5870, 0.1770], [-19.3499, -0.9769, 3.2495], [-19.5369, -0.8598, 4.7115], [-20.4482, -1.4989, 5.2202], [-18.7596, -0.0129, 5.2852], [-18.3479, -1.2119, 2.8904], [-19.7937, -0.0676, 2.8441], [-19.9818, -1.8041, 2.9262], [-26.4131, -4.9907, -3.2870], [-27.2755, -6.1796, -3.5417], [-26.7092, -7.2455, -3.8604], [-28.4773, -6.0985, -3.4179], [-26.9425, -4.0716, -3.5383], [-25.5444, -5.0791, -3.9396], [-26.1787, -5.0157, -2.2228]],
  "forces_ev_per_angstrom": [[-0.1, -0.8, -0.7], [-1.3, -0.5, 1.1], [2.4, 1.3, -1.0], [-0.6, 0.2, -1.4], [0.0, 0.4, 1.3], [0.0, 0.2, 0.1], [0.0, -0.1, -0.1], [-0.3, 0.1, 0.6], [0.1, -0.1, 0.6], [-0.2, 0.0, -0.1], [0.0, -0.4, -0.2], [0.2, -0.1, -0.1], [0.9, 0.2, 0.0], [-0.3, 1.3, 0.4], [-2.7, -2.6, 0.2], [1.7, 2.3, 1.1], [-0.9, 0.2, -0.6], [0.1, -0.4, -0.5], [0.1, -0.7, -0.2], [0.2, 0.0, 0.2], [-0.8, -0.4, -0.4], [0.7, -0.4, 0.1], [0.7, -0.4, 0.1], [0.4, 0.6, -0.5], [1.3, -1.4, 0.9], [-1.2, 0.3, -1.3], [-0.2, 0.7, -0.4], [-1.1, 0.0, -0.7], [-0.4, 0.0, 0.4], [0.2, 0.3, 0.4], [0.5, -0.3, 0.5], [0.0, -0.1, -0.1], [0.0, 0.5, -0.5], [0.2, -0.2, 0.2], [0.2, 0.5, 0.5], [0.4, -0.1, 0.3], [1.4, 1.6, 1.5], [-0.7, 0.1, -1.8], [-1.5, -2.8, -1.2], [1.1, 1.3, 2.0], [0.4, 0.2, 0.5], [-0.1, 0.6, -0.2], [-0.2, 0.0, -0.3], [0.1, -0.3, 0.0], [-0.2, -0.3, -0.2], [0.2, -0.3, -0.3], [-0.2, 0.5, 0.0], [-0.1, -0.5, 0.1], [-0.8, 1.3, 1.9], [-0.4, 0.6, -1.5], [2.4, -2.4, 0.7], [0.1, -0.1, -0.2], [-1.3, 0.5, -0.6], [-0.2, -0.4, 0.2], [-0.5, 0.3, -0.6], [-0.2, 0.2, 0.1], [-0.1, 0.4, 0.4], [0.6, -0.1, -0.3], [0.2, 0.1, -0.2], [0.1, -0.3, 0.0], [-2.5, 2.6, -0.5], [2.4, -2.0, 1.1], [0.6, -1.5, -0.9], [-0.5, 1.0, 0.5], [0.9, 0.1, -0.8], [0.0, 0.1, 0.0], [0.0, 0.1, 0.0], [-0.3, -0.2, -0.4], [0.0, 0.0, -0.4], [-0.4, 0.2, -0.1], [-0.9, 0.2, 0.9], [0.7, -0.5, 0.6], [-0.1, -0.4, -0.4], [-0.8, 0.6, -0.7], [-0.2, -1.3, 0.3], [1.0, 0.2, 1.2], [0.0, 0.3, -0.3], [0.1, 0.2, -0.1], [0.1, 0.3, -0.1], [0.4, -0.3, -0.6], [-0.7, -1.1, 2.1], [0.5, 0.1, -1.2], [0.9, 1.2, -1.1], [-0.9, 0.2, 0.1], [-0.1, 0.1, 1.0], [-0.2, -0.3, -0.2], [-0.9, -0.1, 0.2], [0.6, 0.5, -0.9], [-0.2, -0.5, 0.1], [0.4, 0.2, -0.2], [0.2, 0.0, 0.4], [-0.3, 0.0, 0.0], [0.3, -0.1, 0.4], [0.2, -0.3, 0.4], [1.1, -1.3, -1.8], [-1.2, 0.9, -0.8], [0.2, -0.1, 2.4], [-0.2, 0.5, 0.4], [0.0, 0.4, -0.1], [-0.1, 0.1, -0.5], [0.3, 0.4, 0.1], [-2.3, -1.4, -0.7], [2.5, 1.0, 0.1], [-0.3, -0.3, -0.1], [0.0, 0.4, 0.2], [-0.3, 0.1, 0.7], [0.0, -0.3, -0.4], [-1.1, -0.8, -0.7], [1.8, 1.8, 1.3], [1.3, 0.9, -0.1], [-2.6, -2.7, -1.2], [0.1, 0.6, 0.6], [0.4, -0.1, -0.2], [0.0, 0.1, 0.1], [0.1, 0.0, -0.4], [0.2, -2.1, -0.7], [-0.4, 1.8, 0.6], [0.2, 0.5, 0.1], [-0.2, -0.3, 0.2], [-0.1, -0.1, 0.4], [0.1, 0.1, -0.2]],
  "lowdin_charge": [-0.38, 0.01, -0.17, -0.04, -0.03, 0.14, 0.05, 0.09, 0.07, 0.08, 0.08, 0.08, -0.30, -0.03, -0.16, -0.11, -0.02, 0.13, 0.10, 0.07, 0.10, 0.08, 0.08, 0.08, -0.29, -0.06, -0.14, -0.05, -0.04, 0.12, 0.07, 0.06, 0.07, 0.06, 0.09, 0.05, -0.34, -0.01, -0.18, -0.06, -0.04, 0.13, 0.08, 0.10, 0.08, 0.05, 0.07, 0.09, -0.32, 0.01, -0.17, -0.07, -0.06, 0.12, 0.06, 0.07, 0.08, 0.09, 0.08, 0.09, -0.32, -0.03, -0.16, -0.03, -0.03, 0.13, 0.08, 0.10, 0.05, 0.08, 0.07, 0.08, 0.07, -0.42, 0.04, 0.06, 0.10, 0.10, 0.10, 0.05, -0.39, 0.01, 0.06, 0.10, 0.10, 0.09, 0.05, -0.43, 0.06, 0.04, 0.11, 0.09, 0.11, 0.05, -0.38, -0.01, 0.07, 0.11, 0.06, 0.10, 0.06, -0.40, 0.05, 0.03, 0.07, 0.10, 0.09, 0.03, -0.38, 0.06, 0.02, 0.10, 0.08, 0.07, 0.03, -0.42, 0.03, 0.07, 0.10, 0.07, 0.08]
}